ORCA calculation (ωB97M-V/def2-TZVPD) on the molecule C18H16ClN5O4.

```
44
Properties=species:S:1:pos:R:3:mulliken_charge:R:1
Cl 0.858 -5.598 -4.968 -0.24
O -0.173 3.958 3.037 -0.58
O 2.688 -0.149 0.859 -0.81
O 0.832 -0.034 4.755 -0.71
O 2.062 -0.362 -2.654 -0.44
N 0.005 2.020 4.149 -0.04
N -1.296 2.174 -0.128 -0.55
N 1.826 1.465 -0.285 0.03
N 0.646 0.535 2.488 0.04
N -2.228 1.063 1.588 0.19
C 1.685 -1.505 -3.192 0.15
C -2.569 1.836 -0.462 -0.57
C 0.552 0.833 3.877 0.05
C 0.286 1.840 1.779 2.24
C 1.444 2.190 0.831 -1.70
C 1.593 -2.951 -5.194 -0.61
C 2.412 0.229 -0.268 0.45
C -0.014 2.785 3.006 0.00
C 1.669 -3.904 -2.943 -0.75
C -3.050 0.981 0.506 0.64
C -1.073 1.716 1.108 -0.70
C 1.521 -4.011 -4.341 0.31
C -4.336 0.238 0.284 -1.41
C -2.459 0.387 2.912 -0.79
C 2.318 -0.705 -1.358 0.45
C 2.135 -2.062 -1.085 -0.74
C 1.711 -1.650 -4.621 -0.56
C 1.778 -2.596 -2.435 0.78
H 2.430 2.286 1.400 0.37
H -4.945 0.207 1.168 0.37
H -3.483 -0.014 3.241 0.34
H -4.167 -0.772 -0.073 0.24
H 1.448 -3.107 -6.231 0.44
H 1.493 1.821 -1.177 0.32
H 1.524 -4.768 -2.342 0.44
H 1.093 3.171 0.436 0.39
H -1.839 -0.538 3.030 0.27
H 0.369 2.364 5.030 0.34
H 2.070 -2.600 -0.181 0.55
H 1.312 -0.139 2.067 0.30
H -2.248 1.234 3.609 0.30
H -2.843 2.138 -1.457 0.40
H -4.864 0.821 -0.420 0.41
H 1.828 -0.827 -5.344 0.37
```

Values from the calculation:
**HOMO**: -8.47 eV
**SMILES string**: Cc1cnc([C@]2(CNC(=O)c3cc4cc(Cl)ccc4o3)NC(=O)NC2=O)n1C
**Relative energy (zero: lowest compared OMol25 entry of this formula, charge and spin)**: 0.000 eV